Run A
This record from the Open Molecules 2025 dataset describes one molecule with the formula C2HNO3. The level of theory is the ωB97M-V functional and the def2-TZVPD basis.

Atoms and positions in Å:
O -2.59 0.24 0.06
C -1.75 -0.56 0.03
N -1.13 -1.59 -0.03
O 0.22 -1.72 0.00
C 0.87 -0.54 0.02
O 2.05 -0.47 0.08
H 0.18 0.33 -0.01

## Properties
frontier orbital gap	10.92	eV
molecular weight	87.0	Da
highest occupied orbital energy	-10.86	eV
SMILES	O=C=NOC=O

Run B
This record from the Open Molecules 2025 dataset describes one molecule with the formula C2HNO3. The level of theory is the ωB97M-V functional and the def2-TZVPD basis.

Atoms and positions in Å:
O -1.88 1.64 0.53
C -1.59 0.77 1.24
N -0.87 0.06 1.96
O -1.10 -0.75 2.91
C 0.42 -0.23 0.98
O 0.59 -1.36 0.64
H 1.06 0.66 0.99

## Properties
frontier orbital gap	7.93	eV
molecular weight	87.0	Da
highest occupied orbital energy	-8.91	eV
SMILES	O=C=[N+]([O-])C=O

What should be chosen as the most stable of them? Choose run A.

Run A
This record from the Open Molecules 2025 dataset describes a 2-piece molecular cluster, C4H12N2 overall. The level of theory is the ωB97M-V functional and the def2-TZVPD basis.

Atoms and positions in Å:
C 1.03 1.75 -2.85
C 0.36 0.41 -2.37
C -0.79 0.78 -1.40
H 0.14 2.32 -3.22
H 1.91 1.53 -3.46
H 1.26 2.20 -1.87
H 1.19 -0.12 -1.86
H -0.10 -0.14 -3.23
H -1.44 -0.17 -1.01
H -0.33 1.26 -0.49
H -1.64 1.28 -1.81
N -0.58 -0.75 2.66
C 0.13 -1.79 3.26
N -0.36 -2.40 4.32
H -0.59 0.17 3.07
H -1.59 -1.07 2.85
H 1.09 -2.19 2.86
H 0.30 -3.08 4.56

## Properties
net charge	-1
frontier orbital gap (spin up / spin down)	1.74 / 6.60	eV
molecular weight	88.2	Da
highest occupied orbital energy (spin up / spin down)	1.57 / -3.31	eV
spin multiplicity	2

Run B
This record from the Open Molecules 2025 dataset describes a 2-piece molecular cluster, C4H12N2 overall. The level of theory is the ωB97M-V functional and the def2-TZVPD basis.

Atoms and positions in Å:
C -2.33 -0.95 0.61
C -2.33 -0.22 -0.72
N -1.00 0.31 -1.06
H -1.80 -1.91 0.59
H -3.34 -1.12 1.00
H -1.85 -0.30 1.34
H -3.02 0.62 -0.66
H -2.67 -0.91 -1.50
H -0.30 -0.38 -0.82
H -0.99 0.47 -2.06
C 2.32 -0.55 1.26
C 1.65 0.42 0.65
N 2.11 1.03 -0.56
H 2.95 -1.21 0.67
H 1.98 -0.72 2.27
H 0.75 0.87 1.06
H 1.31 1.45 -1.03
H 2.69 1.83 -0.32

## Properties
net charge	-1
frontier orbital gap (spin up / spin down)	2.64 / 9.46	eV
molecular weight	88.2	Da
highest occupied orbital energy (spin up / spin down)	1.49 / -5.44	eV
spin multiplicity	2

What should be chosen as the most stable of them? Choose run B.

Run A
This record from the Open Molecules 2025 dataset describes an isolated ion of composition C4H12NO and charge +2. The level of theory is the ωB97M-V functional and the def2-TZVPD basis.

Atoms and positions in Å:
C 1.58 0.28 0.86
C 0.33 0.72 0.12
C -0.11 -0.27 -1.01
C -0.52 -1.68 -0.53
O -1.25 0.33 -1.61
N -0.80 1.07 1.06
H 2.34 -0.07 0.18
H 1.39 -0.58 1.50
H 1.99 1.12 1.45
H 0.53 1.68 -0.38
H 0.79 -0.35 -1.64
H 0.40 -2.20 -0.29
H -1.01 -2.24 -1.31
H -1.27 -1.50 0.26
H -1.22 0.15 -2.59
H -1.56 1.60 0.62
H -0.40 1.69 1.78
H -1.21 0.25 1.53

## Properties
net charge	+2
frontier orbital gap (spin up / spin down)	14.14 / 7.18	eV
molecular weight	90.1	Da
highest occupied orbital energy (spin up / spin down)	-21.84 / -21.86	eV
spin multiplicity	2

Run B
This record from the Open Molecules 2025 dataset describes a 2-piece molecular cluster, C4H12NO overall. The level of theory is the ωB97M-V functional and the def2-TZVPD basis.

Atoms and positions in Å:
C -1.65 -1.73 -1.40
C -0.67 -1.32 -0.40
C -0.85 0.07 0.18
C 0.62 1.53 1.47
N 0.14 0.36 1.26
H -2.39 -0.96 -1.63
H -2.35 -2.61 -1.09
H -1.13 -2.20 -2.26
H 0.35 -1.49 -0.77
H -0.87 -2.06 0.44
H -1.85 0.19 0.61
H -0.66 0.78 -0.62
H 0.48 2.37 0.79
H 1.32 1.66 2.29
H 0.48 -0.45 1.77
H 3.41 2.52 0.18
H 2.94 1.46 -0.83
O 2.69 1.88 0.00

## Properties
net charge	+2
frontier orbital gap (spin up / spin down)	10.50 / 3.77	eV
molecular weight	90.1	Da
highest occupied orbital energy (spin up / spin down)	-18.88 / -18.88	eV
spin multiplicity	2

What should be chosen as the most stable of them? Choose run A.